ORCA calculation (ωB97M-V/def2-TZVPD) on a cluster of 8 separate species, C10H36O8 in total at a distorted geometry.

**Maximum force**: 2.95 eV/A
**Relative energy (zero: lowest compared OMol25 entry of this formula, charge and spin)**: 132.6 kcal/mol
**Net charge**: 0
**LUMO level**: 0.23 eV
**SMILES string**: CCO.CCO.CO.CO.CO.CO.CO.CO
**Electronic energy**: -1004.28596 hartree

Positions of all 54 atoms, in Å:
C -3.107 -3.424 27.976
C -3.918 -2.110 27.789
O -4.594 -2.303 26.549
H -3.706 -4.283 28.277
H -2.391 -3.255 28.781
H -2.552 -3.627 27.061
H -3.170 -1.319 27.735
H -4.659 -1.821 28.534
H -4.341 -1.509 26.073
C -5.927 -14.415 25.474
C -5.862 -15.791 24.750
O -5.518 -16.903 25.604
H -5.129 -13.794 25.068
H -5.648 -14.557 26.518
H -6.897 -13.918 25.500
H -5.202 -15.852 23.885
H -6.857 -15.908 24.321
H -4.879 -16.653 26.276
C -13.037 -4.563 27.287
O -12.203 -3.793 28.037
H -13.554 -5.104 28.079
H -13.756 -3.971 26.722
H -12.567 -5.335 26.678
H -11.950 -3.022 27.524
C 2.109 -7.752 24.968
O 0.920 -8.559 25.004
H 2.691 -7.974 24.074
H 1.767 -6.721 24.882
H 2.724 -7.870 25.860
H 0.669 -8.465 25.926
C -6.009 -8.527 32.460
O -5.643 -9.341 31.316
H -5.142 -8.426 33.112
H -6.292 -7.532 32.117
H -6.869 -8.805 33.069
H -6.271 -9.151 30.616
C -8.372 -2.638 21.871
O -9.010 -3.165 23.024
H -9.146 -2.323 21.171
H -7.785 -1.726 21.981
H -7.832 -3.530 21.556
H -8.291 -3.118 23.659
C -0.252 -8.720 30.981
O -0.951 -8.622 29.795
H -1.076 -8.649 31.691
H 0.202 -9.703 30.858
H 0.373 -7.831 31.069
H -1.864 -8.702 30.079
C -6.214 -7.627 25.399
O -6.922 -7.350 26.636
H -5.954 -6.751 24.805
H -5.371 -8.311 25.496
H -6.950 -8.124 24.767
H -7.564 -6.640 26.552


ORCA calculation (ωB97M-V/def2-TZVPD) on a structure of composition C18H16AuClNO3S2.

**Maximum force**: 0.57 eV/A
**<S²>**: 2.040
**Net charge**: +1
**LUMO level (spin up / spin down)**: -4.30 / -6.82 eV
**Electronic energy**: -2367.93526 hartree
**2S+1**: 3

Positions of all 42 atoms, in Å:
Au -0.424 0.922 -0.016
S 2.548 3.347 -2.393
C 2.794 3.663 -0.717
C 1.951 2.969 0.122
C 1.055 2.157 -0.575
C 1.277 2.266 -1.992
C 0.493 1.539 -2.932
C 0.655 1.597 -4.317
C -0.169 0.820 -5.114
C -1.119 0.013 -4.516
C -1.229 0.008 -3.120
N -0.447 0.749 -2.364
H 3.566 4.363 -0.428
H 1.987 3.049 1.198
H 1.409 2.238 -4.756
H -0.067 0.845 -6.190
H -1.775 -0.611 -5.107
H -1.959 -0.601 -2.601
C 0.495 -1.938 3.368
S 1.372 -1.100 2.064
C 2.848 -0.712 2.990
O 0.690 0.263 1.933
H 0.438 -1.276 4.231
H 1.033 -2.856 3.605
H -0.489 -2.176 2.977
H 3.371 -1.639 3.223
H 2.568 -0.178 3.897
H 3.472 -0.088 2.354
Cl -7.324 -3.906 2.122
C -5.822 -3.165 1.677
C -4.670 -3.933 1.638
C -3.471 -3.336 1.286
C -3.425 -1.983 0.974
C -4.591 -1.225 1.012
C -5.794 -1.814 1.367
C -2.111 -1.375 0.622
O -1.072 -2.024 0.705
O -2.149 -0.143 0.190
H -4.718 -4.985 1.882
H -2.559 -3.916 1.247
H -4.550 -0.173 0.768
H -6.706 -1.234 1.405